C6H17N2 | the ωB97M-V functional and the def2-TZVPD basis

```
25
Properties=species:S:1:pos:R:3:forces:R:3:nbo_charge:R:1
N -0.728662 -0.071407 2.366890 -0.48 -0.16 -0.65 -0.676
N -3.727350 -1.738772 0.901376 0.57 0.25 -0.15 -0.754
C 3.024982 0.493535 -1.259230 0.27 -0.03 0.07 -0.610
C 0.744772 0.159119 -0.213390 -0.14 0.19 -0.67 -0.634
C 1.007598 1.547475 -2.286598 -0.10 -0.44 -0.10 -0.605
C 1.529112 0.333399 -1.517746 0.41 0.18 0.02 -0.215
C -2.740805 -0.852878 1.226874 0.07 -0.19 0.21 0.066
C -1.803542 -1.071518 2.154477 0.54 -0.01 -0.25 -0.225
H -1.529807 -2.027636 2.573730 -0.33 0.01 0.21 0.226
H 1.397128 -0.572757 -2.114144 -0.12 0.01 -0.01 0.206
H -3.577736 -2.678040 1.242651 -0.24 -0.02 -0.09 0.396
H 1.270780 -0.558910 0.423892 -0.12 0.00 0.11 0.196
H -0.883627 0.776956 1.819435 -0.34 0.17 0.27 0.442
H 0.622651 1.135372 0.267946 0.33 0.01 0.18 0.189
H 0.127687 -0.423945 1.928987 0.30 -0.06 0.54 0.454
H 3.592687 0.407073 -2.186156 -0.07 0.11 -0.05 0.228
H 1.226383 2.453889 -1.720414 -0.14 0.08 -0.04 0.204
H -2.744818 0.100878 0.708173 -0.25 0.00 -0.04 0.207
H -4.035733 -1.692102 -0.058672 -0.24 -0.04 0.13 0.407
H -0.262723 -0.185406 -0.466833 0.02 -0.22 0.18 0.206
H 1.482724 1.633250 -3.263081 0.09 0.01 0.03 0.230
H -0.066038 1.456579 -2.466790 -0.02 0.18 0.07 0.204
H 3.436867 -0.262787 -0.586316 -0.17 -0.06 0.01 0.206
H -0.618093 0.168415 3.351076 0.25 0.03 -0.01 0.445
H 3.255573 1.470224 -0.826142 -0.06 0.01 0.01 0.206
```
Positions in Å, forces in eV/Å.

- orbital gap (eV) = 10.10
- energy above the lowest of the compared OMol25 structures with the same formula, charge and spin (kJ/mol) = 109.1
- lowest unoccupied orbital energy (eV) = -3.168
- highest occupied orbital energy (Ha) = -0.48746
- net charge = +1